--- A ---
The following is a DFT calculation (the ωB97M-V functional and the def2-TZVPD basis) of a 2-piece molecular cluster, C4H13NP overall.

- Spin multiplicity: 1
- Orbital gap (spin up / spin down): 8.8 / 8.7 eV
- Molar mass: 106.13 g/mol
- E_LUMO (spin up / spin down): -4.857 / -4.697 eV
- Charge: +1

Geometry as XYZ:
```
19
C4H13NP, DFT the ωB97M-V functional and the def2-TZVPD basis
C 2.64884 -0.83930 -0.28453
C -1.77659 1.58130 0.06122
C 1.38163 -0.63640 0.43857
C -1.09129 0.28945 0.11837
N 0.44119 0.37996 -0.19161
P -1.81339 -1.27512 -0.32338
H 3.28457 -1.39342 0.29241
H 2.60929 -1.30368 -1.31834
H 3.12946 0.11053 -0.32498
H -1.30966 2.29664 0.58186
H -2.83382 1.48856 0.33054
H -1.82296 1.91371 -1.03708
H 1.74662 -0.45383 1.49742
H 0.57119 -1.53201 0.47759
H -1.03498 0.02048 2.18851
H 0.36223 0.23588 -1.20210
H 0.65818 1.27461 0.22576
H -2.04596 -0.96028 -1.59416
H -3.10455 -1.19707 0.06394
```

***

--- B ---
The following is a DFT calculation (the ωB97M-V functional and the def2-TZVPD basis) of an isolated ion of composition C4H13NP and charge +1.

- Spin multiplicity: 1
- Orbital gap: 10.7 eV
- Structure (SMILES): CC[NH2+][C@@H](C)P
- Molar mass: 106.13 g/mol
- E_LUMO: -3.215 eV
- Charge: +1

Geometry as XYZ:
```
19
C4H13NP, DFT the ωB97M-V functional and the def2-TZVPD basis
C -1.14147 1.54556 1.67761
C 1.47115 -0.10457 -0.80267
C -0.15147 0.43813 1.40702
C -0.00087 -0.32964 -1.08617
N -0.41652 -0.63622 0.35644
P -0.54278 -1.86992 -2.16675
H -0.78144 1.94211 2.61499
H -1.06991 2.38749 0.93407
H -2.18221 1.23911 1.90507
H 1.78665 -0.55434 0.13594
H 1.67454 0.89226 -0.76023
H 2.12374 -0.44052 -1.70351
H -0.07909 -0.07618 2.38138
H 0.83666 0.89628 1.17295
H -0.53808 0.68646 -1.26957
H -1.31588 -1.01778 0.48810
H 0.27988 -1.37789 0.64375
H 0.68119 -2.48541 -2.56336
H -0.63410 -1.13493 -3.36507
```

***

Name the most stable of them. B.

***

--- A ---
The following is a DFT calculation (the ωB97M-V functional and the def2-TZVPD basis) of C3H5ClO in the gas phase.

- Spin multiplicity: 1
- Orbital gap: 11.1 eV
- Structure (SMILES): OC1(Cl)CC1
- Molar mass: 92.52 g/mol
- E_LUMO: 0.881 eV

Geometry as XYZ:
```
10
C3H5ClO, DFT the ωB97M-V functional and the def2-TZVPD basis
C -0.66497 -0.60533 0.67992
C -0.55925 -0.36088 -0.89777
C 0.42438 0.14041 0.05190
O 0.53500 1.63364 0.11314
Cl 2.07540 -0.45530 0.05662
H -1.32928 0.02515 1.26736
H -0.36531 -1.59841 1.08272
H -0.30774 -1.13067 -1.67022
H -1.23923 0.44346 -1.26043
H 1.43100 1.90793 0.57675
```

***

--- B ---
The following is a DFT calculation (the ωB97M-V functional and the def2-TZVPD basis) of C3H5ClO in the gas phase.

- Spin multiplicity: 1
- Orbital gap: 10.5 eV
- Structure (SMILES): C=C(Cl)CO
- Molar mass: 92.53 g/mol
- E_LUMO: 0.798 eV

Geometry as XYZ:
```
10
C3H5ClO, DFT the ωB97M-V functional and the def2-TZVPD basis
C 0.86819 -0.20928 0.27505
C -0.61431 -0.01932 -0.05982
C -1.10351 1.19675 -0.32123
H 1.32443 -2.00784 -0.08441
H 1.40843 0.74960 0.17647
H 0.81532 -0.56066 1.29335
H -0.41261 2.03123 -0.37866
H -2.17490 1.41968 -0.27771
O 1.53615 -1.16706 -0.51508
Cl -1.64720 -1.43311 -0.10795
```

***

--- C ---
The following is a DFT calculation (the ωB97M-V functional and the def2-TZVPD basis) of a 2-piece molecular cluster, C3H5ClO overall.

- Spin multiplicity: 1
- Orbital gap: 10.1 eV
- Structure (SMILES): C#CC.OCl
- Molar mass: 92.52 g/mol
- E_LUMO: 0.188 eV

Geometry as XYZ:
```
10
C3H5ClO, DFT the ωB97M-V functional and the def2-TZVPD basis
C 1.04357 -0.41202 0.41322
C 0.63989 -1.23960 1.15876
C 1.31791 0.82024 -0.36336
O -2.55761 -0.61572 -0.29607
Cl -2.64938 0.84214 0.51042
H 0.48411 -2.14952 1.74776
H -2.23460 -0.39062 -1.18699
H 0.72573 1.68435 0.00107
H 2.33043 0.94554 -0.66046
H 0.89996 0.51519 -1.32437
```

***

Name the most stable of them. B.

***

--- A ---
The following is a DFT calculation (the ωB97M-V functional and the def2-TZVPD basis) of an isolated ion of composition C4H6N2 and charge +2.

- Spin multiplicity: 1
- Orbital gap: 10.8 eV
- Molar mass: 82.11 g/mol
- E_LUMO: -11.069 eV
- Charge: +2

Geometry as XYZ:
```
12
C4H6N2, DFT the ωB97M-V functional and the def2-TZVPD basis
C 1.58960 0.00195 0.12818
C 1.35841 1.19926 -0.03215
C -0.01606 -1.55565 -0.17973
C -1.81069 0.19116 0.12829
N 1.28691 -1.20494 0.07635
N -0.88748 -0.63000 -0.12394
H 1.85204 1.63081 -0.92815
H 1.00788 1.86644 0.75596
H -0.29270 -2.70497 -0.34204
H -2.31712 0.59782 1.06849
H -2.03078 0.84751 -0.74198
H 2.04694 -1.83320 0.14687
```

***

--- B ---
The following is a DFT calculation (the ωB97M-V functional and the def2-TZVPD basis) of an isolated ion of composition C4H6N2 and charge +2.

- Spin multiplicity: 1
- Orbital gap: 7.2 eV
- Structure (SMILES): C=[N+]1C=[N+]=CC1
- Molar mass: 82.11 g/mol
- E_LUMO: -14.053 eV
- Charge: +2

Geometry as XYZ:
```
12
C4H6N2, DFT the ωB97M-V functional and the def2-TZVPD basis
C 0.80934 -1.37075 1.24164
C -0.00860 0.86807 1.41832
C -0.65040 1.23507 -0.79857
C 0.30526 -0.90448 -0.07461
N 0.69845 -0.56164 2.19470
N -0.14443 0.48255 0.15948
H 1.25286 -2.35989 1.39801
H -0.18041 1.76550 2.00448
H -0.80394 0.83491 -1.80881
H -0.92887 2.28159 -0.62277
H 1.09716 -0.95438 -0.84497
H -0.51490 -1.54761 -0.44529
```

***

Name the most stable of them. A.

***

--- A ---
The following is a DFT calculation (the ωB97M-V functional and the def2-TZVPD basis) of C3H5N3Se in the gas phase.

- Spin multiplicity: 1
- Orbital gap: 9.1 eV
- Structure (SMILES): Cc1nnc([SeH])[nH]1
- Molar mass: 162.05 g/mol
- E_LUMO: 0.424 eV

Geometry as XYZ:
```
12
C3H5N3Se, DFT the ωB97M-V functional and the def2-TZVPD basis
C 0.70833 -0.01946 0.07859
C -1.48465 0.11957 0.38523
C 2.10086 -0.22474 -0.47461
N 0.40330 -0.45047 1.24730
N -0.92820 -0.33298 1.46425
N -0.43799 0.31983 -0.61117
Se -3.21558 0.39329 -0.12444
H 2.37147 -1.30887 -0.70670
H 2.42686 0.35430 -1.31484
H 2.77187 0.12539 0.37338
H -0.64677 0.65703 -1.49960
H -4.06951 0.36711 1.18259
```

***

--- B ---
The following is a DFT calculation (the ωB97M-V functional and the def2-TZVPD basis) of a 2-piece molecular cluster, C3H5N3Se overall.

- Spin multiplicity: 1
- Orbital gap (spin up / spin down): 6.7 / 6.0 eV
- Molar mass: 162.05 g/mol
- E_LUMO (spin up / spin down): -1.345 / -2.414 eV

Geometry as XYZ:
```
12
C3H5N3Se, DFT the ωB97M-V functional and the def2-TZVPD basis
C 0.45531 0.01008 -0.26923
C 1.21166 0.70913 -2.08293
C -0.38748 -0.26520 0.94108
N 0.19405 0.90591 -1.31280
N 1.54809 -0.72363 -0.45521
N 2.02471 -0.27861 -1.66728
Se -2.80455 2.09368 -0.85859
H -1.23585 0.35519 1.18211
H -0.95974 -1.14639 0.56980
H 0.14501 -0.45731 1.86713
H 2.58617 -0.86952 -2.27806
H -1.25260 1.41060 -1.15583
```

***

Name the most stable of them. A.

***

--- A ---
The following is a DFT calculation (the ωB97M-V functional and the def2-TZVPD basis) of an isolated ion of composition CHF3NO2S and charge -1.

- Spin multiplicity: 1
- Orbital gap: 9.4 eV
- Structure (SMILES): N=[S@](=O)([O-])C(F)(F)F
- Molar mass: 148.09 g/mol
- E_LUMO: 4.014 eV
- Charge: -1

Geometry as XYZ:
```
9
CHF3NO2S, DFT the ωB97M-V functional and the def2-TZVPD basis
C 0.90687 0.65253 0.13229
N -1.75478 -0.44187 0.65607
O -0.59817 -0.58468 -1.53833
O 0.39471 -1.96520 0.51038
F 0.61161 1.88662 -0.29731
F 1.50692 0.84559 1.33234
F 1.86523 0.21609 -0.70959
S -0.46133 -0.69948 -0.10905
H -2.47108 0.09040 0.02321
```

***

--- B ---
The following is a DFT calculation (the ωB97M-V functional and the def2-TZVPD basis) of an isolated ion of composition CHF3NO2S and charge -1.

- Spin multiplicity: 1
- Orbital gap: 8.4 eV
- Molar mass: 148.09 g/mol
- E_LUMO: 4.135 eV
- Charge: -1

Geometry as XYZ:
```
9
CHF3NO2S, DFT the ωB97M-V functional and the def2-TZVPD basis
C 1.08096 0.18220 -0.53197
N -0.30277 0.72606 0.20073
O -1.06027 -1.77103 0.12289
O -2.36980 -0.19281 1.39972
F 1.02035 -0.50627 -1.63771
F 1.80819 1.32906 -0.87317
F 1.71218 -0.39648 0.47536
S -1.03731 -0.73416 1.19337
H -0.85154 1.36344 -0.34921
```

***

Name the most stable of them. B.

***

--- A ---
The following is a DFT calculation (the ωB97M-V functional and the def2-TZVPD basis) of a 5-piece molecular cluster, C30H72N2 overall.

- Spin multiplicity: 1
- Orbital gap: 8.9 eV
- Structure (SMILES): CCN(CC)CC.CCN(CC)CC.CCCCCC.CCCCCC.CCCCCC
- Molar mass: 460.92 g/mol
- E_LUMO: 0.724 eV

Geometry as XYZ:
```
104
C30H72N2, DFT the ωB97M-V functional and the def2-TZVPD basis
C -1.42823 -3.47539 -0.72181
C -2.67528 -3.89452 0.12928
N -2.52400 -3.40414 1.58132
C -2.35759 -2.00857 1.87858
C -3.52742 -1.14739 1.18855
C -3.48234 -4.08248 2.49058
C -3.17515 -5.62508 2.60981
H -0.52673 -3.58676 -0.01582
H -1.30583 -2.52689 -0.94097
H -1.11504 -4.18178 -1.57900
H -2.69616 -4.90767 0.25756
H -3.42123 -3.57892 -0.22559
H -1.36542 -1.83529 1.50593
H -2.23462 -1.72246 3.04982
H -3.62607 -1.45715 0.23772
H -3.24731 0.10180 1.26274
H -4.45776 -1.36096 1.72969
H -4.38363 -3.96393 2.28888
H -3.63058 -3.52766 3.34853
H -3.68709 -6.27956 1.87083
H -3.52378 -6.14200 3.56373
H -2.14787 -5.69092 2.43361
C 0.15254 2.65062 -1.01509
C 0.71991 1.39894 -0.27343
N 1.26438 1.83903 1.04793
C 0.29938 2.42456 1.89624
C -0.99742 1.76493 2.20990
C 1.92367 0.70380 1.64768
C 3.34983 0.57377 1.06380
H -0.85029 2.81611 -0.51243
H 0.14695 2.46950 -2.04846
H 0.74757 3.60012 -1.10006
H 1.47068 0.98604 -0.95489
H 0.06849 0.50004 -0.15363
H 0.20171 3.53757 1.82692
H 0.71284 2.74204 2.65709
H -1.53989 1.37467 1.34778
H -1.52937 2.35917 2.87202
H -0.77210 0.91045 2.93494
H 1.62731 -0.32568 1.60575
H 1.95727 0.84684 2.84108
H 3.97374 -0.16630 1.61457
H 4.04494 1.51718 1.02416
H 3.35941 0.29859 0.15914
C -1.43466 4.43555 -3.92914
C -1.17549 5.43598 -2.87001
C -0.79236 6.88892 -3.31827
C 0.67247 7.14254 -3.74674
C 1.15540 8.61107 -3.90612
C 2.53485 8.80181 -4.29715
H -0.52231 4.47692 -4.51456
H -2.54072 4.84883 -4.34265
H -1.92516 3.54154 -3.50403
H -0.41141 5.19011 -2.05358
H -2.16400 5.67521 -2.36919
H -0.93662 7.58989 -2.55961
H -1.33469 7.11435 -4.19717
H 0.87889 6.81518 -4.74911
H 1.32008 6.58434 -3.16580
H 1.14809 9.26678 -2.96508
H 0.43034 9.35631 -4.57831
H 2.92873 9.56921 -3.92205
H 2.51556 8.71534 -5.20634
H 2.97998 7.90030 -3.61788
C 0.81050 -1.92396 3.92219
C 0.05667 -3.34479 3.91232
C 0.75779 -4.16857 4.95898
C 0.10373 -5.46926 5.16683
C -1.19759 -5.35772 5.96352
C -1.83077 -6.63920 6.44913
H 0.68132 -1.13180 4.72894
H 0.22979 -1.25467 3.15095
H 1.80901 -2.25098 3.57634
H 0.07077 -3.87277 3.01441
H -0.93157 -3.11013 3.89133
H 0.82997 -3.48915 6.01030
H 1.90276 -4.27533 4.99999
H 0.75796 -6.12013 5.75530
H 0.00596 -5.82607 4.22364
H -1.91117 -4.84137 5.37549
H -1.05666 -4.85181 6.96614
H -1.15628 -6.96593 7.30067
H -1.69488 -7.56231 5.79833
H -2.71238 -6.50695 6.90685
C -0.82464 -1.45076 -4.50334
C 0.29457 -0.32398 -4.66077
C 1.47727 -0.81223 -3.84147
C 2.65546 0.05923 -3.64384
C 3.85581 -0.56609 -3.17369
C 5.14758 0.35278 -3.31376
H -0.61071 -2.49350 -4.96567
H -1.65060 -0.81423 -4.98088
H -1.16097 -1.54584 -3.40846
H -0.04273 0.58731 -4.43743
H 0.56360 -0.20288 -5.48856
H 1.73585 -1.76475 -4.16752
H 0.88996 -1.03177 -2.79808
H 2.19582 0.82114 -3.14549
H 2.81449 0.56799 -4.54135
H 3.90941 -1.43786 -3.92484
H 3.70421 -1.14273 -2.12073
H 5.04994 1.35269 -2.75371
H 5.39973 0.45778 -4.28200
H 5.95163 -0.13381 -2.74223
```

***

--- B ---
The following is a DFT calculation (the ωB97M-V functional and the def2-TZVPD basis) of a 5-piece molecular cluster, C30H72N2 overall.

- Spin multiplicity: 1
- Orbital gap: 8.6 eV
- Structure (SMILES): CCN(CC)CC.CCN(CC)CC.CCCCCC.CCCCCC.CCCCCC
- Molar mass: 460.92 g/mol
- E_LUMO: 0.641 eV

Geometry as XYZ:
```
104
C30H72N2, DFT the ωB97M-V functional and the def2-TZVPD basis
C 4.49459 3.20194 1.90941
C 3.69202 2.24641 2.82670
N 4.49855 1.86489 4.00548
C 4.93882 3.07202 4.69069
C 3.84376 3.78393 5.54841
C 3.89286 0.68574 4.78135
C 4.12650 -0.60313 4.19567
H 3.89594 3.30170 0.99918
H 5.47699 2.82880 1.88220
H 4.51497 4.24894 2.19364
H 3.41098 1.36852 2.13300
H 2.89629 2.59230 3.15280
H 5.32325 3.87845 4.04528
H 5.66862 2.78148 5.46564
H 4.33510 4.52112 6.48194
H 3.40079 2.89503 6.02572
H 3.13357 4.22948 4.80305
H 2.77936 0.91830 4.71593
H 4.24579 0.91145 5.83165
H 3.41686 -1.19646 4.75937
H 5.06455 -1.10128 4.28315
H 3.88811 -0.88116 3.21399
C -3.25289 -3.12094 -0.88142
C -2.99547 -4.26869 0.09209
N -1.95323 -5.22911 -0.34429
C -0.61544 -4.78500 -0.29238
C -0.04694 -4.61663 1.12909
C -2.06638 -6.54303 0.41527
C -0.94779 -7.59306 -0.10785
H -2.28532 -2.56937 -0.91435
H -4.13294 -2.47034 -0.42978
H -3.18688 -3.35958 -1.89906
H -3.94233 -4.70223 0.19587
H -2.81779 -3.90929 1.16835
H -0.52589 -3.68586 -0.66532
H 0.21376 -5.03572 -1.08754
H 0.13114 -5.77159 1.52431
H -0.64917 -4.20048 1.89283
H 0.96225 -4.29303 1.09746
H -3.02155 -6.86804 0.06978
H -2.21779 -6.50729 1.55360
H -1.02008 -7.78321 -1.18932
H -1.21882 -8.55087 0.14327
H 0.02530 -7.27156 0.32986
C -6.50421 1.88790 -5.02658
C -5.76441 1.15948 -3.87242
C -4.28005 0.63538 -4.23589
C -3.80755 -0.24391 -3.15516
C -2.33107 -0.55150 -3.42975
C -2.15056 -1.78348 -4.34456
H -6.68445 1.16730 -5.92774
H -5.86753 2.77198 -5.18838
H -7.45902 2.41027 -4.73692
H -6.09291 0.06471 -3.66929
H -5.81583 1.40522 -2.92556
H -3.62936 1.48415 -4.35433
H -4.01834 0.13600 -5.06579
H -4.29275 -1.05823 -3.00508
H -3.86893 0.29114 -2.32022
H -1.96459 -0.98293 -2.42402
H -1.74083 0.14083 -3.84662
H -2.52969 -2.68432 -3.91945
H -1.11280 -1.92825 -4.50333
H -2.67322 -1.78793 -5.33880
C 2.36157 -1.49932 -5.85631
C 1.98017 -2.16080 -4.49876
C 1.66648 -1.07634 -3.49458
C 1.18677 -1.65276 -2.08863
C 0.82334 -0.50449 -1.15448
C 2.06162 0.24705 -0.62875
H 2.31046 -2.12560 -6.70729
H 3.45246 -1.37680 -5.91842
H 1.68606 -0.65275 -6.15460
H 2.78532 -2.96488 -4.21305
H 1.13879 -2.78511 -4.64487
H 1.15045 -0.24158 -3.57190
H 2.71104 -0.59404 -3.42043
H 1.92381 -2.34376 -1.58480
H 0.25203 -2.24888 -2.39358
H 0.45859 -1.04502 -0.13411
H 0.18861 0.26574 -1.29330
H 2.41389 0.82406 -1.40891
H 2.80595 -0.59901 -0.27669
H 1.55183 0.88052 0.06435
C 0.21156 3.55719 -0.53666
C -0.25057 3.31096 0.97763
C -0.07898 4.45477 1.86447
C -0.83492 4.18416 3.19612
C -0.50967 5.29520 4.15519
C -0.99541 5.09562 5.64202
H -0.37839 4.28621 -1.17890
H 0.06121 2.53884 -1.03944
H 1.22894 4.21450 -0.65005
H 0.55199 2.51561 1.43091
H -1.06360 2.77869 0.91706
H -0.44856 5.39705 1.39565
H 0.77860 4.75700 2.11746
H -0.32716 3.39381 3.69677
H -1.81764 4.13806 2.93306
H -1.09351 6.26571 3.98644
H 0.48480 5.45528 4.19975
H -2.02007 4.89846 5.49592
H -0.62252 5.93658 6.24901
H -0.57129 4.23268 6.07190
```

***

Name the most stable of them. B.